[1]
90
Properties=species:S:1:pos:R:3:forces:R:3 method="wB97M-V/def2-TZVPD" e_above_lowest_kcal_mol=0.0 total_charge=+1 max_force_ev_per_a=0.91 multiplicity=4 e_homo_ev="-9.56 / -10.21" homo_lumo_gap_ev="6.4 / 6.9"
Sb -3.075 -0.049 -0.089 -0.110 0.064 0.069
Br 0.736 4.287 -2.618 0.011 0.018 -0.002
V -0.092 -0.037 -0.174 -0.808 -0.329 0.250
S 0.087 -0.929 2.199 -0.030 -0.007 0.006
O -1.197 2.386 -0.792 0.224 0.144 0.084
O 0.473 1.813 0.549 -0.158 0.191 -0.124
O -0.402 -2.063 -0.878 0.208 -0.038 -0.019
N 2.508 -0.753 1.072 -0.078 -0.021 -0.248
N 0.568 0.353 -2.180 0.188 0.144 -0.205
N -0.657 -2.778 -2.993 0.036 0.019 0.052
N 1.901 -0.465 -0.119 0.754 -0.041 -0.148
N 2.464 -1.117 3.313 0.056 0.024 0.093
C -5.231 -3.172 2.307 0.011 0.013 -0.005
C 0.770 6.311 -0.637 0.005 0.016 -0.043
C 0.261 -4.301 -1.332 -0.016 -0.030 0.016
C -5.293 2.061 0.101 0.027 0.010 -0.020
C 1.868 0.046 -2.391 -0.234 0.034 -0.018
C -3.660 1.295 -2.667 -0.042 -0.059 -0.048
C -3.999 0.092 -2.033 0.028 0.026 -0.020
C -4.153 1.593 0.751 -0.057 0.025 -0.042
C 0.010 4.658 1.458 -0.008 0.004 -0.047
C -3.914 -1.814 0.821 -0.035 -0.033 0.045
C -4.844 -0.814 -2.690 0.022 -0.048 0.004
C -4.861 -1.902 1.855 -0.002 -0.007 -0.033
C 0.102 4.132 0.173 0.009 -0.093 0.011
C -5.570 3.767 1.762 -0.021 -0.008 -0.024
C 0.644 6.825 0.644 0.003 0.034 0.042
C 1.756 -0.918 2.196 -0.088 -0.003 -0.022
C -6.004 3.143 0.602 0.005 0.020 0.035
C -5.332 -2.099 -2.067 -0.030 0.051 -0.072
C 2.615 -0.396 -1.195 -0.046 -0.029 0.320
C -3.377 -2.992 0.295 0.061 0.026 0.138
C -4.697 -4.332 1.768 -0.003 0.034 -0.023
C -3.716 2.215 1.926 0.003 -0.026 0.007
C 0.351 0.975 -4.470 0.044 0.003 -0.097
C 0.492 4.972 -0.861 -0.005 -0.027 0.045
C -3.761 -4.244 0.749 -0.005 0.000 0.000
C -5.277 -0.499 -3.982 -0.007 -0.021 0.012
C -4.917 0.681 -4.612 0.004 0.012 0.021
C 1.674 0.645 -4.696 -0.011 0.018 -0.061
C -5.519 -0.703 2.490 0.039 -0.058 -0.012
C 2.448 0.180 -3.641 0.040 0.027 -0.031
C -4.113 1.595 -3.944 0.012 0.000 -0.005
C -0.160 0.825 -3.190 0.150 -0.097 0.110
C -0.275 -2.954 -1.719 -0.165 0.073 -0.054
C -0.243 2.686 -0.056 -0.168 -0.058 -0.123
C 0.267 6.000 1.694 -0.002 0.008 0.014
C -4.436 3.302 2.414 0.007 0.001 0.007
C -2.526 1.703 2.695 -0.104 0.061 0.061
C 4.085 -0.674 -1.225 -0.018 0.015 0.039
H -4.788 0.003 2.883 -0.043 -0.035 0.000
H -1.098 -1.911 -3.260 -0.021 0.023 -0.001
H -5.633 1.584 -0.812 0.009 0.041 0.092
H -6.890 3.495 0.086 0.058 -0.024 0.040
H -5.965 -3.245 3.102 0.037 0.003 -0.037
H -1.175 1.100 -2.955 -0.108 0.015 0.048
H -3.853 2.544 -4.400 -0.019 -0.075 0.022
H 1.084 6.941 -1.459 -0.015 -0.026 0.031
H 0.497 -4.931 -2.187 -0.012 0.020 0.033
H -4.556 -2.868 -2.058 -0.047 0.049 -0.007
H 4.430 -0.904 -2.228 -0.001 0.001 0.015
H -4.103 3.788 3.325 -0.018 -0.021 -0.042
H -3.058 2.030 -2.143 0.060 0.003 0.029
H -6.134 -0.156 1.774 0.012 0.003 -0.008
H -0.494 -4.795 -0.716 0.026 0.008 -0.024
H -2.703 0.692 3.075 0.006 -0.028 0.006
H -5.933 -1.197 -4.493 0.036 0.042 0.031
H -6.159 -1.016 3.315 0.010 -0.008 -0.027
H 0.850 7.874 0.819 -0.011 -0.058 -0.008
H 3.504 -0.634 1.144 0.155 0.030 -0.008
H -5.645 -1.951 -1.033 -0.011 -0.014 -0.069
H 3.489 -0.057 -3.801 -0.012 0.009 -0.009
H 1.144 -4.164 -0.710 0.001 -0.001 -0.012
H 4.652 0.195 -0.875 -0.024 -0.033 -0.007
H -6.181 -2.491 -2.627 0.027 0.017 -0.009
H -0.602 -3.521 -3.666 -0.009 -0.005 -0.004
H 0.177 6.400 2.697 0.004 -0.021 -0.056
H -0.274 4.000 2.271 0.003 0.006 -0.007
H 1.962 -1.188 4.180 -0.006 -0.014 0.032
H -1.632 1.660 2.078 0.152 0.009 -0.106
H -2.647 -2.928 -0.505 0.004 -0.003 0.039
H -5.283 0.895 -5.610 0.022 -0.007 0.066
H -0.283 1.358 -5.258 0.031 -0.012 0.030
H -3.337 -5.141 0.310 -0.028 0.053 0.032
H -6.114 4.614 2.164 0.034 -0.044 -0.026
H 2.111 0.759 -5.681 -0.012 -0.008 0.044
H -5.015 -5.299 2.142 0.017 0.045 -0.014
H 4.330 -1.531 -0.594 -0.003 0.026 -0.022
H -2.314 2.339 3.556 -0.003 -0.022 -0.029
H 3.468 -1.057 3.346 -0.002 -0.020 0.006


[2]
82
Properties=species:S:1:pos:R:3:forces:R:3 method="wB97M-V/def2-TZVPD" e_above_lowest_kcal_mol=22.6 total_charge=-1 max_force_ev_per_a=0.68 multiplicity=6 e_homo_ev="-3.49 / -4.42" homo_lumo_gap_ev="6.1 / 6.5"
Ru 0.300 -0.642 0.758 0.553 -0.388 0.030
S -0.976 1.609 2.391 0.025 -0.035 -0.144
S 1.844 -2.768 0.584 -0.100 -0.017 -0.025
S 2.006 -4.581 2.858 -0.044 -0.024 0.037
P -1.520 -1.945 -0.269 -0.004 0.161 0.034
O -0.826 0.345 3.076 -0.040 -0.067 0.141
O -1.796 1.528 1.212 -0.095 0.140 0.066
O 0.578 1.772 1.587 -0.219 -0.064 0.058
O -1.063 2.784 3.206 0.015 0.104 0.050
N 0.181 0.316 -1.172 -0.010 0.222 -0.026
N 1.549 2.357 2.351 0.037 0.038 -0.068
N 1.802 -0.680 2.609 -0.159 -0.113 0.220
N 1.955 -1.955 3.166 0.092 0.179 -0.119
C 2.725 3.673 -1.651 -0.066 -0.039 -0.004
C 2.374 1.271 -1.565 -0.074 0.087 0.021
C -0.880 0.084 -2.008 -0.076 -0.103 -0.034
C 2.410 4.439 3.060 -0.039 0.011 -0.071
C 0.987 1.454 -1.420 0.154 -0.060 0.085
C 0.005 -3.203 -2.198 0.000 0.004 -0.031
C -1.882 -0.862 -1.671 0.039 0.001 -0.050
C 2.215 1.632 3.331 -0.016 -0.041 0.036
C -2.813 -3.328 1.707 0.021 -0.020 0.026
C -1.009 -3.523 -1.098 -0.015 -0.047 0.028
C 1.923 -4.422 4.656 0.075 0.041 0.050
C 3.646 4.858 -1.738 0.059 0.082 0.006
C -2.990 -1.042 -2.493 -0.035 -0.004 -0.039
C -0.997 3.069 -1.350 -0.045 0.023 -0.017
C 2.234 0.227 3.444 0.036 0.086 -0.086
C 3.072 3.768 4.135 0.006 -0.057 0.015
C 1.646 3.712 2.217 0.014 -0.040 0.016
C -3.104 -2.337 0.580 -0.069 -0.068 -0.153
C 1.349 3.837 -1.551 0.064 -0.003 -0.017
C -2.124 0.508 -4.059 -0.026 -0.015 -0.029
C -2.147 -4.362 -1.670 -0.038 -0.014 0.015
C 2.958 2.417 4.247 -0.014 0.013 -0.015
C -3.156 -0.355 -3.686 0.059 0.005 0.071
C -1.024 0.724 -3.260 0.024 -0.043 0.012
C -4.381 -0.530 -4.536 -0.098 -0.035 -0.067
C 0.472 2.765 -1.442 0.026 0.017 -0.011
C -3.754 -1.072 1.131 -0.008 0.000 0.020
C 1.950 -2.904 2.302 -0.084 -0.023 0.013
C 3.213 2.375 -1.669 -0.020 0.018 0.025
C 2.967 -0.105 -1.618 0.022 -0.120 0.022
H -1.433 3.175 -2.348 0.020 0.010 0.035
H -3.953 -0.340 0.348 0.007 0.005 -0.002
H -4.125 -0.657 -5.590 0.009 0.008 -0.001
H -3.756 -1.749 -2.187 -0.006 0.007 -0.015
H 2.910 -4.503 5.109 -0.001 0.019 -0.015
H 4.685 4.539 -1.826 0.002 -0.003 -0.004
H -3.782 -2.803 -0.145 0.032 0.016 0.031
H 2.432 -0.732 -2.334 -0.009 -0.009 0.012
H 3.415 5.485 -2.602 -0.011 -0.003 -0.003
H 1.501 -3.450 4.898 -0.033 0.026 -0.015
H -2.698 -3.808 -2.433 -0.007 0.007 -0.004
H 0.538 -4.112 -2.481 0.013 -0.001 -0.014
H 0.931 4.841 -1.545 0.016 0.028 -0.003
H -2.151 -2.870 2.445 0.013 0.007 0.008
H 2.914 -0.620 -0.656 -0.011 0.049 -0.032
H -2.853 -4.697 -0.909 0.009 0.013 0.005
H 0.739 -2.460 -1.884 0.003 -0.010 0.017
H 3.461 1.882 5.043 0.001 0.009 0.011
H -3.105 -0.597 1.867 0.013 0.012 -0.002
H 4.016 -0.054 -1.912 0.003 -0.001 -0.023
H -0.494 -4.086 -0.315 0.006 0.014 -0.007
H -0.249 1.405 -3.590 -0.001 -0.018 -0.005
H -4.697 -1.331 1.619 -0.012 0.020 -0.003
H 4.281 2.208 -1.765 0.006 0.006 -0.006
H -4.948 -1.409 -4.226 -0.004 -0.002 0.003
H -0.506 -2.809 -3.079 -0.004 0.007 -0.002
H -1.152 4.009 -0.816 -0.009 0.004 0.018
H -3.742 -3.607 2.212 -0.001 0.004 0.005
H 2.697 -0.128 4.363 0.003 -0.043 -0.044
H 1.070 4.101 1.390 0.015 0.047 0.016
H 3.657 4.326 4.852 0.005 0.012 0.000
H 1.277 -5.209 5.042 0.021 -0.034 -0.048
H 2.489 5.507 2.918 0.002 0.004 -0.001
H -5.053 0.331 -4.468 0.010 0.009 0.006
H 3.568 5.489 -0.849 -0.009 -0.007 0.003
H -1.736 -5.254 -2.150 0.017 -0.006 -0.004
H -2.187 1.033 -5.008 -0.022 -0.002 -0.013
H -2.333 -4.243 1.354 -0.006 0.004 -0.017
H -1.544 2.293 -0.828 -0.008 -0.003 0.022